Density functional theory data (ωB97M-V/def2-TZVPD) for 15 unconnected molecules or ions with the total composition C60H165N15O15 in a non-equilibrium geometry.

```
255
Properties=species:S:1:pos:R:3:lowdin_charge:R:1
C 19.10 -16.76 22.76 -0.057
C 17.79 -16.53 22.03 -0.424
C 17.44 -17.57 20.97 -0.180
O 18.34 -17.40 19.88 -0.174
C 17.91 -18.01 18.69 -0.123
N 16.73 -16.41 23.04 0.032
H 19.43 -15.93 23.38 0.070
H 19.89 -16.92 22.02 0.058
H 19.15 -17.67 23.37 0.068
H 17.87 -15.55 21.54 0.138
H 16.38 -17.47 20.74 0.130
H 17.59 -18.61 21.29 0.094
H 17.95 -19.11 18.72 0.071
H 18.57 -17.79 17.85 0.070
H 16.90 -17.78 18.33 0.094
H 17.00 -15.74 23.75 0.067
H 15.92 -16.03 22.56 0.071
C 19.85 -22.52 18.46 -0.036
C 20.51 -22.38 19.83 -0.377
C 20.99 -20.96 20.16 -0.198
O 21.64 -20.89 21.41 -0.191
C 21.86 -19.52 21.74 -0.099
N 19.57 -22.86 20.86 0.052
H 18.81 -22.22 18.46 0.070
H 19.91 -23.57 18.15 0.062
H 20.39 -22.02 17.66 0.055
H 21.31 -23.11 19.99 0.111
H 20.06 -20.37 20.28 0.114
H 21.60 -20.52 19.37 0.107
H 20.90 -18.98 21.71 0.068
H 22.52 -19.03 21.02 0.093
H 22.24 -19.42 22.75 0.072
H 18.68 -22.33 20.82 0.032
H 19.97 -22.61 21.76 0.050
C 15.75 -22.09 22.51 -0.045
C 16.76 -21.02 22.12 -0.390
C 17.95 -20.94 23.06 -0.210
O 17.60 -20.52 24.34 -0.159
C 18.72 -20.40 25.17 -0.109
N 17.14 -21.23 20.73 -0.004
H 16.19 -23.06 22.27 0.068
H 14.83 -21.92 21.96 0.089
H 15.54 -22.02 23.58 0.091
H 16.16 -20.10 22.19 0.136
H 18.72 -20.25 22.67 0.113
H 18.45 -21.92 23.13 0.124
H 19.53 -19.84 24.68 0.075
H 19.14 -21.39 25.36 0.086
H 18.48 -19.91 26.11 0.088
H 17.77 -20.49 20.43 0.058
H 16.38 -21.32 20.07 0.068
C 24.00 -19.94 15.22 -0.055
C 23.03 -18.87 14.77 -0.427
C 21.57 -19.32 14.67 -0.207
O 21.00 -20.00 15.76 -0.216
C 21.00 -19.21 16.95 -0.086
N 23.16 -17.62 15.54 0.034
H 23.82 -20.34 16.22 0.063
H 25.04 -19.63 15.12 0.078
H 23.92 -20.80 14.54 0.078
H 23.31 -18.58 13.75 0.133
H 21.47 -20.01 13.83 0.132
H 21.02 -18.42 14.36 0.116
H 20.76 -18.16 16.79 0.079
H 22.03 -19.20 17.30 0.079
H 20.33 -19.68 17.67 0.069
H 22.44 -16.98 15.21 0.073
H 24.01 -17.14 15.25 0.080
C 21.16 -26.87 17.42 -0.057
C 22.56 -26.27 17.58 -0.396
C 22.64 -24.81 17.16 -0.197
O 22.39 -24.62 15.77 -0.183
C 22.02 -23.30 15.42 -0.095
N 22.98 -26.36 19.01 0.037
H 20.47 -26.33 18.07 0.049
H 21.12 -27.95 17.52 0.079
H 20.87 -26.63 16.39 0.063
H 23.21 -26.87 16.94 0.137
H 23.67 -24.46 17.34 0.113
H 21.99 -24.17 17.76 0.103
H 21.04 -23.02 15.81 0.060
H 22.03 -23.31 14.33 0.094
H 22.79 -22.59 15.76 0.073
H 23.02 -27.35 19.27 0.070
H 22.11 -26.07 19.48 0.017
C 21.52 -23.86 23.87 -0.035
C 22.75 -24.27 23.07 -0.403
C 24.06 -23.86 23.74 -0.188
O 25.17 -24.29 22.97 -0.222
C 26.42 -24.01 23.55 -0.105
N 22.75 -25.74 22.86 0.045
H 20.67 -24.42 23.47 0.054
H 21.33 -22.79 23.72 0.066
H 21.66 -24.12 24.92 0.083
H 22.76 -23.79 22.08 0.130
H 24.16 -24.37 24.70 0.133
H 24.16 -22.76 23.73 0.102
H 27.21 -24.46 22.95 0.091
H 26.47 -24.42 24.56 0.090
H 26.60 -22.93 23.58 0.079
H 23.59 -25.93 22.32 0.077
H 22.91 -26.17 23.77 0.085
C 24.35 -21.97 19.46 -0.038
C 25.63 -22.76 19.18 -0.448
C 26.88 -22.16 19.81 -0.208
O 27.04 -20.76 19.69 -0.181
C 27.06 -20.29 18.37 -0.114
N 25.53 -24.17 19.53 0.063
H 23.44 -22.40 19.03 0.060
H 24.35 -20.94 19.09 0.073
H 24.20 -22.01 20.55 0.066
H 25.82 -22.76 18.10 0.128
H 27.70 -22.79 19.44 0.127
H 26.93 -22.34 20.89 0.111
H 26.11 -20.48 17.86 0.061
H 27.84 -20.73 17.74 0.095
H 27.06 -19.20 18.38 0.091
H 24.63 -24.55 19.23 0.022
H 25.47 -24.29 20.54 0.054
C 25.54 -19.87 27.01 -0.049
C 26.64 -19.69 25.96 -0.413
C 26.08 -19.49 24.54 -0.202
O 25.18 -20.50 24.12 -0.199
C 24.87 -20.39 22.75 -0.098
N 27.44 -18.51 26.32 0.045
H 24.78 -19.10 26.89 0.055
H 26.02 -20.01 27.97 0.084
H 25.04 -20.82 26.85 0.061
H 27.32 -20.54 25.90 0.138
H 26.96 -19.48 23.88 0.127
H 25.61 -18.50 24.43 0.113
H 25.75 -20.69 22.17 0.089
H 24.58 -19.37 22.46 0.070
H 23.99 -20.99 22.53 0.064
H 26.87 -17.66 26.26 0.038
H 28.00 -18.39 25.47 0.069
C 22.85 -16.95 25.38 -0.044
C 23.37 -15.56 25.66 -0.430
C 24.91 -15.47 25.53 -0.185
O 25.65 -16.20 26.48 -0.221
C 25.37 -15.95 27.84 -0.098
N 22.79 -14.65 24.66 0.040
H 23.32 -17.69 26.04 0.052
H 23.05 -17.24 24.35 0.076
H 21.78 -17.04 25.59 0.083
H 23.15 -15.20 26.67 0.123
H 25.13 -14.40 25.60 0.131
H 25.16 -15.88 24.55 0.101
H 24.34 -16.03 28.20 0.085
H 25.80 -14.99 28.13 0.095
H 25.94 -16.68 28.41 0.092
H 21.78 -14.77 24.64 0.071
H 22.99 -13.70 24.96 0.085
C 19.56 -21.67 28.81 -0.055
C 20.68 -22.67 28.52 -0.424
C 21.88 -22.09 27.79 -0.211
O 21.44 -21.36 26.68 -0.203
C 22.41 -20.78 25.83 -0.090
N 21.15 -23.19 29.81 0.023
H 18.67 -22.16 29.20 0.079
H 19.25 -21.11 27.92 0.046
H 19.97 -20.89 29.45 0.082
H 20.32 -23.52 27.93 0.139
H 22.55 -22.91 27.53 0.125
H 22.41 -21.43 28.49 0.129
H 23.22 -21.49 25.63 0.073
H 22.80 -19.84 26.22 0.064
H 21.92 -20.56 24.88 0.073
H 20.54 -23.86 30.27 0.068
H 21.19 -22.41 30.45 0.063
C 18.46 -25.17 15.97 -0.048
C 17.09 -24.69 15.48 -0.434
C 16.98 -24.41 13.99 -0.193
O 17.94 -23.43 13.66 -0.233
C 18.08 -23.15 12.30 -0.111
N 16.06 -25.57 16.04 0.042
H 18.41 -25.24 17.06 0.051
H 19.21 -24.44 15.65 0.066
H 18.76 -26.13 15.55 0.082
H 17.03 -23.70 15.96 0.112
H 15.99 -24.00 13.72 0.123
H 17.11 -25.30 13.37 0.131
H 18.81 -22.35 12.15 0.083
H 17.13 -22.72 11.94 0.090
H 18.41 -24.00 11.69 0.091
H 15.18 -25.36 15.55 0.063
H 15.89 -25.23 17.00 0.015
C 25.28 -16.63 21.53 -0.056
C 24.83 -15.23 21.04 -0.411
C 23.42 -15.25 20.54 -0.229
O 23.28 -16.11 19.44 -0.193
C 21.99 -16.32 18.91 -0.095
N 24.96 -14.29 22.15 0.030
H 25.05 -17.38 20.77 0.069
H 24.73 -16.91 22.43 0.048
H 26.35 -16.69 21.75 0.080
H 25.49 -14.84 20.26 0.138
H 23.10 -14.24 20.27 0.130
H 22.70 -15.55 21.32 0.124
H 21.49 -16.95 19.67 0.079
H 22.12 -16.85 17.97 0.053
H 21.39 -15.42 18.76 0.095
H 24.22 -14.42 22.84 0.026
H 25.74 -14.60 22.73 0.053
C 17.61 -19.19 14.09 -0.048
C 17.33 -19.96 15.40 -0.407
C 15.90 -20.46 15.50 -0.202
O 15.08 -19.31 15.46 -0.192
C 13.70 -19.60 15.65 -0.091
N 18.29 -21.05 15.54 0.090
H 17.64 -19.85 13.22 0.073
H 18.56 -18.66 14.12 0.058
H 16.89 -18.39 13.88 0.074
H 17.42 -19.15 16.13 0.117
H 15.78 -21.03 16.43 0.111
H 15.64 -21.14 14.68 0.129
H 13.46 -20.45 15.00 0.090
H 13.12 -18.71 15.43 0.089
H 13.52 -19.92 16.68 0.068
H 19.24 -20.70 15.52 0.038
H 18.21 -21.64 14.72 0.048
C 19.11 -26.58 22.45 -0.046
C 19.44 -26.50 20.96 -0.404
C 18.24 -26.02 20.13 -0.198
O 17.14 -26.91 20.27 -0.248
C 17.22 -28.19 19.63 -0.067
N 20.58 -25.63 20.71 0.039
H 18.62 -25.65 22.74 0.077
H 20.01 -26.83 22.99 0.067
H 18.35 -27.35 22.63 0.074
H 19.71 -27.48 20.54 0.123
H 18.46 -25.86 19.07 0.105
H 17.90 -25.09 20.58 0.084
H 16.63 -28.85 20.27 0.089
H 18.22 -28.57 19.41 0.085
H 16.62 -28.03 18.73 0.085
H 20.31 -24.65 20.68 0.024
H 21.26 -25.58 21.48 0.031
C 16.15 -23.42 19.98 -0.088
C 14.94 -24.02 19.29 -0.384
C 14.43 -23.15 18.13 -0.217
O 14.13 -21.85 18.54 -0.190
C 12.76 -21.68 18.91 -0.085
N 15.28 -25.39 18.87 0.046
H 16.41 -24.00 20.87 0.071
H 15.86 -22.45 20.38 0.011
H 17.07 -23.32 19.39 0.086
H 14.13 -24.11 20.03 0.139
H 13.62 -23.73 17.66 0.130
H 15.26 -23.17 17.42 0.105
H 12.28 -22.58 19.30 0.088
H 12.19 -21.40 18.01 0.079
H 12.74 -20.85 19.61 0.091
H 14.44 -25.88 18.56 0.091
H 15.62 -25.95 19.64 0.058
```

Results
gap between HOMO and LUMO = 0.3166 Ha
strongest force on any atom = 2.9 eV/A
ΔE to the lowest compared entry with this formula, charge and spin = 311.5 kJ/mol
HOMO = -8.2 eV
charge = 0